[1]
The following is a quantum chemistry calculation of C25H24N2O5 in the gas phase, from the OMol25 dataset.

E = -1452.77498 hartree
charge = 0
2S+1 = 1
HOMO = -8.294 eV
structure (SMILES) = CCCOc1ccc([C@H]2C(C(=O)c3ccc(C)o3)=C(O)C(=O)N2Cc2cccnc2)cc1
relative energy (zero: lowest compared OMol25 entry of this formula, charge and spin) = 2.474 eV

Atoms and positions in Å:
C (-6.620002, -2.116413, 0.875715)
C (-5.526778, -1.743118, -0.116284)
C (-4.520261, -2.884073, -0.285442)
O (-3.508146, -2.586677, -1.225290)
C (-2.471527, -1.781536, -0.873409)
C (-1.541548, -1.526766, -1.884848)
C (-0.444185, -0.730431, -1.644592)
C (-0.248553, -0.157824, -0.392836)
C (0.927948, 0.755514, -0.150064)
C (2.266796, 0.064576, -0.294591)
C (2.585976, -1.102394, 0.536393)
O (1.712737, -1.784265, 1.050501)
C (3.998002, -1.403509, 0.732667)
C (4.578859, -2.545344, 1.240561)
C (5.964734, -2.314263, 1.241888)
C (6.143169, -1.045644, 0.750149)
C (7.375186, -0.247104, 0.527691)
O (4.961236, -0.496358, 0.446189)
C (2.944579, 0.653991, -1.301592)
O (4.115730, 0.391607, -1.880220)
C (2.130151, 1.769748, -1.858511)
O (2.477993, 2.479539, -2.786374)
N (0.995550, 1.813790, -1.139985)
C (-0.136834, 2.652598, -1.461635)
C (-0.853456, 3.084812, -0.215940)
C (-2.151602, 2.670838, 0.054234)
C (-2.751731, 3.065520, 1.238529)
C (-2.021628, 3.854423, 2.114480)
N (-0.784526, 4.251735, 1.869908)
C (-0.220601, 3.879115, 0.736927)
C (-1.166843, -0.412651, 0.610584)
C (-2.268308, -1.217984, 0.382096)
H (-7.156087, -3.000457, 0.538613)
H (-6.194110, -2.327575, 1.854329)
H (-7.331636, -1.301375, 0.979553)
H (-5.965829, -1.521484, -1.090904)
H (-5.007325, -0.845063, 0.224294)
H (-5.027525, -3.761451, -0.697382)
H (-4.084086, -3.163469, 0.681412)
H (-1.702833, -1.976254, -2.851885)
H (0.270385, -0.548873, -2.435062)
H (0.836192, 1.188416, 0.855438)
H (4.056534, -3.425334, 1.554524)
H (6.732287, -2.988206, 1.563306)
H (8.249500, -0.831601, 0.796465)
H (7.351414, 0.660744, 1.129292)
H (7.444493, 0.047918, -0.518207)
H (4.219936, 1.044527, -2.598654)
H (0.258701, 3.511866, -2.012950)
H (-0.830212, 2.106077, -2.114928)
H (-2.679935, 2.045793, -0.652054)
H (-3.759317, 2.763105, 1.477868)
H (-2.440168, 4.185173, 3.055667)
H (0.792201, 4.227672, 0.577806)
H (-1.022298, 0.016841, 1.590903)
H (-2.952401, -1.398434, 1.195648)

Forces on the atoms, in the same order (eV/Å):
C 0.17 0.08 -0.15
C 0.19 -0.22 0.00
C -0.37 0.17 0.17
O 0.19 0.02 -0.18
C 0.22 0.14 -0.06
C -0.18 -0.11 0.02
C -0.09 0.06 0.20
C -0.18 0.06 0.08
C 0.06 -0.30 0.24
C 0.09 0.40 -0.46
C 0.09 0.04 0.00
O 0.28 0.15 -0.06
C 0.15 -1.34 0.66
C -0.56 0.67 -0.35
C 0.16 0.55 -0.20
C 0.47 -0.67 0.32
C -0.35 0.12 -0.08
O 0.03 0.36 -0.02
C -0.13 -0.28 0.29
O -0.13 0.15 -0.13
C 0.08 0.19 -0.09
O 0.09 -0.02 -0.12
N 0.02 0.04 0.08
C 0.01 0.14 -0.23
C -0.20 0.04 0.13
C 0.14 0.18 0.02
C 0.06 0.05 -0.01
C -0.34 -0.16 0.01
N 0.31 0.34 0.36
C -0.03 -0.17 -0.34
C 0.23 0.03 -0.27
C -0.30 -0.23 0.02
H -0.11 -0.10 0.02
H -0.02 -0.03 0.14
H -0.10 0.01 0.06
H 0.06 0.04 -0.02
H 0.00 0.02 -0.06
H 0.06 0.06 0.12
H -0.01 -0.02 -0.07
H -0.03 -0.06 -0.12
H 0.08 0.01 -0.12
H 0.01 -0.05 -0.11
H -0.18 -0.15 0.06
H 0.22 -0.08 0.04
H 0.03 -0.03 0.01
H 0.07 0.06 0.03
H 0.08 0.03 -0.06
H -0.12 -0.05 0.09
H -0.09 -0.13 0.01
H 0.07 0.12 0.05
H -0.02 -0.09 -0.06
H -0.09 -0.02 0.05
H -0.12 -0.02 0.06
H 0.14 -0.01 -0.10
H 0.03 0.06 0.11
H -0.12 -0.04 0.05


[2]
The following is a quantum chemistry calculation of a molecular structure, C25H24N3O5PdS2, from the OMol25 dataset.

E = -2431.61524 hartree
charge = 0
2S+1 = 2
HOMO (spin up / spin down) = -7.475 / -7.479 eV
⟨S²⟩ = 0.835
relative energy (zero: lowest compared OMol25 entry of this formula, charge and spin) = 3.771 eV

Atoms and positions in Å:
Pd (0.160139, 0.008704, 0.367780)
C (2.902953, -1.482475, 1.033121)
C (2.454122, -2.582647, 0.121228)
C (3.364120, -3.316132, -0.615746)
C (2.949701, -4.403929, -1.369487)
C (1.614081, -4.771154, -1.390415)
C (0.664759, -4.052833, -0.686262)
C (-0.773747, -4.448954, -0.726857)
C (1.083755, -2.941335, 0.078787)
N (0.187133, -2.173830, 0.786410)
C (-0.544372, -2.686360, 1.799627)
O (-0.466392, -3.841935, 2.200139)
C (-1.410771, -1.673296, 2.454791)
C (-2.239586, -2.022859, 3.507515)
C (-2.991438, -1.029004, 4.125948)
C (-2.885527, 0.275799, 3.663032)
C (-2.053327, 0.547419, 2.585589)
N (-1.323365, -0.416586, 1.999685)
C (-1.923241, 1.918165, 2.017676)
O (-2.524492, 2.885194, 2.478806)
N (-1.172345, 1.930517, 0.901690)
C (-0.816981, 3.018639, 0.170606)
C (-0.115479, 4.127339, 0.699487)
C (0.136200, 4.216845, 2.163433)
C (0.340704, 5.094860, -0.179063)
C (0.086196, 5.022973, -1.540854)
C (-0.649786, 3.968562, -2.059044)
C (-1.072237, 2.942918, -1.228893)
C (-1.942232, 1.815301, -1.694232)
H (3.901531, -1.152294, 0.762393)
H (2.918803, -1.850947, 2.061538)
H (2.224695, -0.600178, 0.992854)
H (4.410386, -3.046321, -0.590181)
H (3.673137, -4.965850, -1.937605)
H (1.307954, -5.636832, -1.959710)
H (-0.969048, -5.115530, -1.562428)
H (-1.420305, -3.574332, -0.803330)
H (-1.019646, -4.974010, 0.196821)
H (-2.264117, -3.056547, 3.818897)
H (-3.629643, -1.267897, 4.961593)
H (-3.432167, 1.090555, 4.113098)
H (0.588757, 3.292771, 2.529862)
H (-0.819228, 4.345843, 2.677081)
H (0.785087, 5.058432, 2.388622)
H (0.908321, 5.925755, 0.212585)
H (0.455435, 5.795199, -2.195427)
H (-0.871608, 3.937784, -3.114381)
H (-2.090107, 1.839895, -2.768266)
H (-2.921169, 1.896217, -1.220047)
H (-1.513329, 0.838496, -1.389697)
C (0.214057, 1.058450, -3.829687)
S (1.065586, 1.668030, -1.815840)
O (1.245021, -0.613393, -1.763177)
O (2.103245, 2.397767, -2.499230)
O (1.450778, 1.544070, -0.365271)
H (1.118406, 0.722069, -4.295923)
H (-0.090472, 2.042311, -4.127369)
H (-0.564091, 0.324453, -3.718687)
S (1.001522, -2.356314, -3.852408)
C (1.193662, -1.497558, -2.571179)

Forces on the atoms, in the same order (eV/Å):
Pd -2.00 -0.73 2.22
C -0.22 0.35 -0.15
C -0.60 -0.20 0.14
C -0.02 -0.06 -0.19
C -0.02 -0.07 -0.04
C 0.37 -0.04 -0.01
C 0.13 0.50 0.26
C 0.00 -0.13 0.10
C 0.69 -0.98 -0.27
N -0.62 1.33 0.22
C 1.44 -0.11 -1.22
O -0.49 -0.19 0.48
C -0.28 0.63 0.10
C -0.21 0.26 0.16
C 0.40 -0.07 -0.34
C 0.00 0.01 -0.07
C 0.23 -0.87 0.20
N -0.33 -0.01 0.31
C 0.18 0.68 -0.32
O -0.12 -0.45 0.12
N 0.21 0.71 -1.03
C -0.27 -0.46 0.98
C 0.33 0.32 -0.28
C -0.11 0.06 0.08
C -0.16 -0.43 0.82
C -0.56 -0.48 -0.99
C 0.61 1.49 -0.21
C 0.15 -1.27 -0.06
C -0.15 -0.12 0.05
H 0.16 0.05 0.04
H -0.06 0.15 0.03
H 0.58 -0.57 0.16
H 0.12 0.03 0.02
H 0.11 -0.12 -0.08
H -0.07 -0.08 -0.11
H -0.03 -0.03 -0.14
H -0.08 0.02 0.04
H -0.16 0.07 0.02
H 0.03 -0.03 0.00
H -0.10 0.00 0.08
H -0.02 0.07 -0.03
H 0.01 0.02 0.06
H 0.15 -0.03 0.09
H 0.11 0.01 0.06
H 0.05 0.11 0.06
H 0.03 0.09 -0.12
H -0.06 -0.01 -0.15
H -0.02 0.03 -0.14
H 0.00 -0.11 0.06
H -0.34 0.36 -0.15
C 0.34 -0.07 0.82
S -0.19 2.69 0.74
O 0.62 -3.71 -2.16
O -0.23 -0.13 0.01
O 0.36 -0.75 -1.93
H 0.36 -0.14 -0.10
H -0.12 0.35 0.04
H -0.14 -0.11 0.17
S 0.27 -0.16 0.73
C -0.26 2.34 0.81


[3]
The following is a quantum chemistry calculation of a molecular structure, C25H25BCaN8O2, from the OMol25 dataset.

E = -2258.19867 hartree
charge = +2
2S+1 = 1
HOMO (spin up / spin down) = -14.163 / -13.914 eV

Atoms and positions in Å:
C (1.066230, 3.100831, -1.839858)
N (1.210393, 1.808234, -2.191773)
N (1.324211, 1.805189, -3.584254)
C (1.173203, 3.058795, -4.060359)
C (0.999016, 3.935426, -2.985415)
B (1.473628, 0.474796, -4.379781)
N (2.547210, -0.466252, -3.736032)
N (2.530294, -0.820471, -2.399810)
C (3.605853, -1.619258, -2.212813)
C (4.269923, -1.840993, -3.441854)
C (3.546793, -1.102129, -4.377688)
Ca (0.380049, -0.172427, -1.106998)
N (0.139064, -0.331816, -4.339743)
N (-0.386195, -0.786019, -3.136994)
C (-1.509513, -1.484138, -3.447405)
C (-1.704043, -1.472970, -4.843033)
C (-0.630204, -0.740394, -5.361373)
H (-2.094928, -1.963526, -2.669342)
H (-0.340942, -0.480547, -6.370777)
H (-2.498285, -1.937590, -5.395348)
H (1.780308, 0.706935, -5.518200)
H (3.651289, -0.968433, -5.445164)
H (1.175486, 3.214219, -5.128175)
H (5.132040, -2.456286, -3.634989)
H (0.810621, 4.996965, -3.020400)
H (3.856927, -2.015391, -1.235861)
H (0.972811, 3.382187, -0.799378)
H (0.534538, -2.581258, -0.752529)
C (1.059143, -2.813088, 0.192291)
H (1.796649, -3.593960, -0.026770)
H (1.595652, -1.951016, 0.625409)
H (0.305937, -3.183193, 0.898511)
O (-1.350046, 3.279752, 0.029098)
C (-1.379249, 2.231100, 0.646736)
N (-1.548959, 2.068029, 2.035178)
C (-1.394877, 0.707317, 2.474681)
C (-1.471585, 0.000674, 1.084834)
O (-1.647777, -1.222347, 0.893491)
N (-1.258397, 0.927313, 0.115474)
C (-0.007111, 0.347068, 3.006613)
C (0.298681, -1.004255, 3.208632)
C (1.561166, -1.379555, 3.670010)
C (2.529277, -0.407689, 3.930255)
C (2.215938, 0.936631, 3.727906)
C (0.956950, 1.320095, 3.247471)
C (-2.533679, 0.305449, 3.390189)
C (-2.345760, -0.234778, 4.668985)
C (-3.457808, -0.665710, 5.400616)
C (-4.747145, -0.488878, 4.892211)
C (-4.933864, 0.112452, 3.639339)
C (-3.821354, 0.507705, 2.893090)
H (-1.801239, 2.872654, 2.594172)
H (-0.456897, -1.766571, 3.003298)
H (1.786422, -2.434821, 3.808388)
H (3.515372, -0.701571, 4.298105)
H (2.951378, 1.708286, 3.940063)
H (0.706197, 2.369700, 3.084797)
H (-1.340301, -0.335143, 5.082082)
H (-3.295207, -1.152216, 6.362978)
H (-5.610939, -0.823049, 5.468998)
H (-5.930995, 0.255238, 3.219056)
H (-3.961320, 0.964698, 1.909156)

Forces on the atoms, in the same order (eV/Å):
C -0.16 -0.39 -1.09
N 0.28 0.95 -0.58
N -0.04 -0.45 0.73
C 0.01 -0.09 0.75
C 0.21 -1.03 0.05
B -1.13 0.73 -0.03
N 1.75 -0.93 -1.69
N 2.29 -1.77 1.19
C -2.08 1.32 0.44
C 0.50 -0.47 0.35
C -2.34 1.98 -0.17
Ca 0.32 0.26 0.38
N -0.17 -0.36 0.71
N -0.83 -0.54 -1.48
C 1.13 0.74 -0.75
C 0.54 0.22 0.27
C -0.26 -0.25 0.67
H 0.07 0.17 -0.16
H -0.23 -0.09 0.08
H -0.08 -0.01 -0.05
H 0.00 -0.14 0.20
H 0.20 -0.06 0.11
H 0.07 0.17 0.07
H 0.06 -0.04 0.05
H 0.11 -0.12 0.00
H -0.13 0.07 -0.18
H -0.03 -0.05 -0.20
H 0.21 -0.21 0.26
C -0.04 -0.08 -0.16
H -0.22 0.18 0.06
H -0.25 -0.18 -0.07
H 0.32 0.20 -0.19
O -0.06 -1.35 1.24
C -0.03 -0.18 -0.76
N -0.15 0.44 -0.17
C -0.37 0.22 1.29
C -0.71 -1.48 -1.82
O 0.87 2.23 0.46
N -0.07 0.16 0.75
C 0.22 -0.24 -0.12
C 0.13 -0.11 0.11
C -0.15 0.12 -0.12
C -0.16 0.06 -0.02
C -0.10 0.14 -0.13
C 0.13 -0.07 0.16
C 1.46 0.50 -0.55
C -0.63 -0.72 1.16
C 1.84 0.13 -0.13
C -0.67 0.05 -0.36
C 0.48 0.39 -0.88
C -2.30 0.01 0.02
H 0.13 -0.22 0.21
H 0.24 0.22 0.03
H -0.04 0.20 0.05
H -0.35 0.15 -0.13
H -0.09 -0.16 -0.02
H 0.23 -0.27 0.09
H -0.38 0.00 -0.14
H -0.16 0.25 -0.22
H 0.24 0.11 -0.15
H 0.30 -0.08 0.26
H 0.05 -0.23 0.31


[4]
The following is a quantum chemistry calculation of a molecular structure, C25H25BCrN3O3, from the OMol25 dataset.

E = -2427.10723 hartree
charge = -1
2S+1 = 5
HOMO (spin up / spin down) = -3.280 / -5.439 eV
⟨S²⟩ = 6.064

Atoms and positions in Å:
Cr (0.062031, -0.003190, -0.262025)
O (-1.845509, 0.188294, -0.175767)
C (-2.642199, -0.066947, 0.819333)
C (-4.035849, 0.070816, 0.624979)
C (-4.928611, -0.183976, 1.637735)
C (-4.496832, -0.584354, 2.907931)
C (-3.144485, -0.714361, 3.123380)
C (-2.206599, -0.462633, 2.110754)
C (-0.809745, -0.595787, 2.460972)
N (0.170010, -0.387644, 1.662849)
N (1.465429, -0.539132, 2.181431)
C (2.320792, -0.417466, 1.204182)
O (2.019809, -0.206813, -0.031452)
C (3.773526, -0.508722, 1.545839)
C (4.711009, -0.528314, 0.521610)
C (6.065598, -0.597804, 0.819930)
C (6.484373, -0.642576, 2.140929)
C (5.547334, -0.621465, 3.167271)
C (4.195114, -0.555122, 2.872381)
H (-4.369456, 0.379621, -0.356937)
H (-5.989776, -0.072171, 1.445075)
H (-5.205260, -0.786755, 3.699314)
H (-2.776485, -1.019307, 4.097035)
H (-0.558826, -0.880665, 3.480741)
H (4.362095, -0.488715, -0.501195)
H (6.792487, -0.616381, 0.017595)
H (7.541160, -0.694448, 2.373318)
H (5.870741, -0.654827, 4.200180)
H (3.451576, -0.538016, 3.656795)
C (0.708658, 8.284004, 0.965705)
C (0.833355, 6.809690, 0.702888)
C (-0.276770, 6.026535, 0.405625)
C (-0.199623, 4.667310, 0.150753)
C (-1.484025, 3.931642, -0.130179)
C (1.073405, 4.019322, 0.182078)
C (1.237785, 2.638232, -0.109899)
O (0.252563, 1.866962, -0.492773)
C (2.213283, 4.814650, 0.515074)
C (3.616878, 4.260584, 0.622159)
C (2.066741, 6.167302, 0.756151)
H (-0.332376, 8.603926, 0.905985)
H (1.277555, 8.874791, 0.242858)
H (1.080087, 8.549846, 1.958883)
H (-1.256411, 6.494919, 0.375441)
H (-2.323348, 4.622238, -0.032227)
H (-1.635974, 3.093342, 0.549812)
H (-1.499091, 3.499428, -1.130529)
H (2.213166, 2.175752, -0.031998)
H (3.692476, 3.185044, 0.507775)
H (4.042136, 4.508141, 1.597083)
H (4.263140, 4.711179, -0.135354)
H (2.955614, 6.743758, 1.001933)
B (-0.099363, -4.656796, -1.076673)
C (-0.087408, -3.074816, -0.968437)
N (-0.077014, -1.920467, -0.911710)
H (-1.242738, -4.993866, -1.304412)
H (0.291085, -5.081767, -0.008010)
H (0.654074, -4.954834, -1.980646)

Forces on the atoms, in the same order (eV/Å):
Cr 0.08 0.23 -0.09
O -0.07 0.00 0.10
C -0.05 0.06 -0.17
C 0.01 -0.03 0.05
C -0.08 0.01 -0.01
C 0.09 -0.01 -0.01
C -0.10 0.00 -0.02
C 0.25 -0.05 0.13
C -0.15 0.08 -0.05
N 0.25 -0.21 0.29
N -0.33 0.08 -0.21
C 0.30 -0.01 0.07
O -0.10 0.00 0.01
C -0.23 0.01 0.03
C 0.07 0.01 0.00
C -0.06 0.01 -0.03
C 0.04 -0.01 0.03
C -0.05 0.01 -0.02
C 0.07 -0.02 -0.02
H 0.00 0.00 0.00
H 0.01 0.00 0.00
H -0.01 0.00 -0.01
H 0.00 0.00 0.00
H 0.00 0.02 0.01
H 0.01 -0.01 0.00
H 0.01 0.00 0.01
H 0.00 0.00 0.00
H 0.01 0.00 0.00
H 0.00 0.00 0.00
C -0.02 0.07 0.02
C 0.02 -0.07 -0.02
C -0.04 0.02 0.00
C 0.02 -0.05 0.00
C -0.03 0.01 -0.02
C 0.06 0.17 0.08
C -0.23 -0.07 -0.11
O 0.24 -0.03 0.02
C -0.04 -0.09 -0.02
C 0.03 0.00 -0.01
C 0.01 0.04 0.03
H 0.00 -0.01 0.00
H 0.01 -0.03 -0.01
H 0.01 -0.02 0.00
H 0.01 0.01 0.00
H -0.01 -0.01 0.00
H 0.01 0.02 0.01
H 0.01 0.01 0.00
H 0.04 -0.01 -0.06
H -0.04 -0.03 0.02
H -0.01 0.02 -0.01
H -0.01 0.00 -0.01
H -0.01 0.01 0.00
B 0.00 0.12 0.04
C -0.03 -0.15 -0.17
N 0.02 -0.12 0.13
H 0.02 0.00 0.00
H 0.00 0.00 -0.02
H -0.01 0.00 0.01